No. 1
{
  "formula": "C24H51AlBrN2O16",
  "method": "ωB97M-V/def2-TZVPD",
  "elements": ["C", "C", "N", "C", "C", "Al", "Br", "C", "C", "C", "N", "C", "C", "O", "H", "H", "H", "H", "H", "H", "H", "H", "H", "H", "H", "H", "H", "H", "H", "H", "H", "H", "H", "H", "H", "C", "O", "C", "O", "O", "C", "H", "H", "H", "H", "H", "H", "C", "O", "C", "O", "O", "C", "H", "H", "H", "H", "H", "H", "C", "O", "C", "O", "O", "C", "H", "H", "H", "H", "H", "H", "C", "O", "C", "O", "O", "C", "H", "H", "H", "H", "H", "H", "C", "O", "C", "O", "O", "C", "H", "H", "H", "H", "H", "H"],
  "coordinates": [[3.3835, -0.5508, 1.1612], [2.9608, 0.7416, 0.4550], [1.6657, 0.6995, -0.2387], [0.5981, -0.1036, 0.3963], [0.2498, 0.3393, 1.8110], [-1.5404, -0.3851, 2.3688], [-1.8303, 0.3297, 4.6632], [-1.5980, -2.3899, 2.2923], [-0.2262, -3.0900, 2.4539], [0.0025, -4.2743, 1.5138], [-0.0990, -3.9680, 0.0757], [1.7610, 0.7523, -1.6054], [0.8515, -0.0823, -2.4780], [2.5656, 1.4965, -2.1594], [3.0380, -0.5874, 2.1950], [3.0399, -1.4463, 0.6377], [4.4770, -0.5870, 1.1868], [3.7181, 0.9999, -0.2857], [2.9576, 1.5665, 1.1769], [-0.2962, 0.0356, -0.2177], [0.8339, -1.1763, 0.3647], [1.0108, 0.0356, 2.5391], [0.2087, 1.4370, 1.8385], [-2.6872, 0.2784, 1.4487], [-2.0908, -2.7128, 1.3643], [-2.2529, -2.7374, 3.1022], [0.6079, -2.3873, 2.3120], [-0.1315, -3.4558, 3.4840], [-0.6932, -5.0885, 1.7534], [1.0114, -4.6700, 1.6900], [0.8199, -3.7376, -0.2849], [-0.6611, -3.1330, -0.0542], [0.2763, 0.6107, -3.1006], [0.1383, -0.7218, -1.9658], [1.4550, -0.6982, -3.1463], [-4.9959, 3.4680, -2.3219], [-3.5985, 3.1829, -2.2562], [-2.8483, 3.8265, -3.1427], [-3.2408, 4.5965, -3.9833], [-1.5817, 3.4760, -2.9362], [-0.6262, 4.0839, -3.8043], [-5.4501, 2.8713, -1.5373], [-5.1789, 4.5259, -2.1410], [-5.3993, 3.1880, -3.2938], [-0.6391, 5.1684, -3.7101], [-0.8088, 3.8072, -4.8417], [0.3380, 3.6978, -3.4838], [-5.1247, -9.3204, 1.8890], [-3.7050, -9.3249, 2.0503], [-3.0457, -8.6907, 1.0752], [-3.5518, -8.1665, 0.1189], [-1.7465, -8.7489, 1.3459], [-0.9113, -8.0676, 0.3994], [-5.5190, -9.8623, 2.7435], [-5.5066, -8.3013, 1.8825], [-5.4081, -9.8196, 0.9639], [-1.1449, -7.0051, 0.3697], [-1.0286, -8.4978, -0.5934], [0.1072, -8.2110, 0.7466], [5.7863, -4.4869, -6.4315], [5.7232, -3.0605, -6.3788], [4.9887, -2.5858, -5.3666], [4.4160, -3.2578, -4.5494], [5.0047, -1.2604, -5.4248], [4.2493, -0.6113, -4.3898], [6.4069, -4.7220, -7.2912], [6.2359, -4.8856, -5.5238], [4.7921, -4.9113, -6.5589], [4.6472, -0.8635, -3.4094], [3.2016, -0.8923, -4.4498], [4.3479, 0.4554, -4.5578], [-3.7395, 3.2106, 4.7144], [-3.8430, 4.6167, 4.4064], [-4.2542, 4.8922, 3.1797], [-4.5959, 4.1073, 2.3359], [-4.2379, 6.2273, 3.0227], [-4.6467, 6.6577, 1.7258], [-3.4145, 3.1586, 5.7484], [-4.7089, 2.7288, 4.6032], [-3.0079, 2.7140, 4.0856], [-5.6694, 6.3449, 1.5191], [-3.9861, 6.2552, 0.9596], [-4.5834, 7.7424, 1.7409], [3.9278, 7.0415, 3.7840], [4.0453, 5.8480, 3.0097], [3.1803, 5.7714, 1.9914], [2.3710, 6.6155, 1.7053], [3.3762, 4.6209, 1.3644], [2.4950, 4.3840, 0.2557], [4.6813, 6.9622, 4.5623], [4.1148, 7.9200, 3.1685], [2.9369, 7.1153, 4.2285], [2.6164, 5.1579, -0.5000], [1.4602, 4.3546, 0.5911], [2.7723, 3.4197, -0.1576]],
  "forces_ev_per_angstrom": [[0.1, 0.0, 0.0], [0.2, 0.7, 0.4], [0.4, -1.2, -0.5], [-0.4, 0.3, 0.2], [0.1, 0.0, 0.0], [-0.1, 0.0, -0.1], [0.1, -0.2, 0.0], [0.2, -0.1, 0.3], [-0.1, 0.0, 0.0], [0.2, -0.1, 0.1], [0.2, 0.1, 0.1], [-0.1, 0.4, 0.1], [-0.6, 0.2, -0.2], [0.3, -0.2, -0.1], [-0.1, -0.1, -0.1], [0.0, 0.1, 0.0], [-0.1, 0.0, 0.0], [-0.2, 0.0, -0.1], [0.0, -0.2, 0.0], [0.1, 0.0, 0.1], [0.1, 0.1, 0.0], [0.0, 0.1, -0.1], [-0.1, -0.1, 0.0], [-0.1, 0.0, 0.1], [0.0, 0.1, 0.0], [-0.1, 0.0, -0.2], [-0.1, 0.0, 0.0], [0.1, 0.0, -0.1], [-0.1, 0.2, 0.0], [-0.1, -0.1, 0.0], [0.0, 0.0, 0.0], [-0.1, -0.1, 0.0], [0.1, -0.1, 0.0], [0.2, 0.0, 0.0], [0.1, 0.1, 0.1], [-0.1, 0.0, 0.1], [0.0, 0.0, 0.0], [0.0, 0.0, 0.1], [0.0, 0.0, 0.0], [0.0, 0.0, 0.0], [0.2, 0.0, 0.0], [0.0, 0.0, 0.0], [0.0, 0.0, 0.0], [0.0, 0.0, 0.0], [-0.1, 0.0, 0.0], [-0.1, 0.0, 0.0], [0.0, 0.0, 0.0], [0.0, 0.0, 0.0], [0.0, 0.0, 0.0], [0.0, 0.0, 0.0], [0.0, 0.0, 0.0], [0.0, 0.0, 0.0], [0.1, 0.1, -0.1], [0.0, 0.0, 0.0], [0.0, 0.0, 0.0], [0.0, 0.0, 0.0], [0.0, 0.0, 0.0], [-0.1, 0.0, 0.0], [0.0, 0.0, 0.1], [0.0, 0.0, -0.1], [0.0, 0.0, 0.0], [0.0, 0.0, 0.0], [0.0, 0.0, 0.0], [0.0, 0.0, 0.0], [0.0, 0.2, 0.1], [0.0, 0.0, 0.0], [0.0, 0.0, 0.0], [0.0, 0.0, 0.0], [0.0, -0.1, 0.0], [0.0, -0.1, 0.0], [0.0, 0.0, -0.1], [-0.1, 0.0, 0.0], [0.0, 0.0, 0.1], [0.0, 0.1, 0.0], [0.0, 0.0, 0.0], [0.0, 0.0, 0.0], [0.0, 0.1, 0.0], [0.0, 0.1, 0.0], [0.0, 0.0, -0.1], [-0.1, 0.1, -0.1], [0.0, 0.0, 0.0], [0.0, 0.0, 0.0], [0.0, 0.0, 0.0], [0.0, 0.0, 0.1], [0.0, 0.0, 0.0], [0.0, 0.0, 0.0], [0.0, 0.0, 0.0], [0.0, 0.0, 0.0], [-0.1, -0.1, -0.2], [0.0, 0.0, 0.0], [0.0, 0.0, 0.0], [0.0, 0.0, 0.0], [0.0, 0.1, 0.0], [0.0, 0.0, 0.0], [0.0, 0.0, 0.0]],
  "charge": -1,
  "de_lowest_kj_mol": 0.0,
  "gap_ev": 7.748,
  "fmax_ev_per_a": 1.4,
  "homo_ev": -5.58
}

No. 2
{
  "formula": "C24H51Cl2CoF3N4O9",
  "method": "ωB97M-V/def2-TZVPD",
  "elements": ["Co", "C", "O", "O", "C", "F", "F", "F", "C", "C", "H", "H", "H", "H", "H", "H", "C", "C", "C", "C", "C", "C", "N", "O", "C", "C", "C", "H", "H", "H", "H", "H", "H", "H", "H", "H", "H", "H", "H", "H", "H", "H", "H", "H", "H", "C", "C", "C", "C", "C", "C", "H", "H", "H", "H", "H", "H", "H", "H", "H", "H", "H", "H", "H", "H", "Cl", "C", "C", "Cl", "H", "H", "H", "H", "C", "N", "O", "O", "H", "H", "H", "C", "N", "O", "O", "H", "H", "H", "C", "N", "O", "O", "H", "H", "H"],
  "coordinates": [[-1.1548, 0.0958, 1.2965], [-0.1200, -2.3611, 0.8001], [-0.8317, -1.3924, -0.0350], [-0.0031, -1.6414, 1.9608], [-0.8322, -3.8041, 0.7869], [-0.6905, -4.5834, -0.3420], [-0.6059, -4.6497, 1.7933], [-2.1743, -3.7958, 0.8630], [-1.2809, -1.7727, -1.3841], [-0.2044, -2.2644, -2.3879], [0.1246, -3.2623, -2.0979], [-0.4349, -2.3009, -3.4526], [0.6689, -1.6125, -2.4092], [-1.6876, -0.8189, -1.7200], [-2.0220, -2.5651, -1.2797], [0.8721, -2.4182, 0.3522], [-3.0355, 2.9974, 2.3901], [-1.7913, 3.5031, 1.6080], [-0.7237, 4.0228, 2.7484], [0.7659, 4.2118, 2.3518], [1.2598, 2.9677, 1.5547], [0.3499, 2.6230, 0.3100], [-1.0663, 2.3885, 0.8678], [-1.8999, 1.6131, -0.1018], [1.0449, 1.3013, -0.1466], [0.4569, 3.7662, -0.7629], [-2.2898, 4.7230, 0.6912], [-3.7730, 2.5189, 1.7456], [-3.4384, 3.7454, 3.0729], [-2.5978, 2.1943, 2.9829], [-0.8348, 3.4785, 3.6862], [-1.1096, 5.0272, 2.9227], [1.3749, 4.3548, 3.2444], [0.7896, 5.1147, 1.7416], [1.4158, 2.1288, 2.2330], [2.2404, 3.2635, 1.1818], [2.0464, 1.3674, -0.5718], [0.4451, 1.0096, -1.0087], [1.0674, 0.5893, 0.6785], [1.2970, 3.5889, -1.4344], [0.4892, 4.7978, -0.4123], [-0.3727, 3.6908, -1.4659], [-3.1371, 5.3587, 0.9482], [-2.4384, 4.3294, -0.3143], [-1.4764, 5.4485, 0.7027], [0.5433, 0.3336, -5.0260], [1.9012, 1.0911, -5.2033], [2.5305, 1.5536, -3.8324], [3.6756, 2.5600, -3.9034], [3.2389, 4.0688, -4.0720], [4.3601, 5.0801, -3.5976], [-0.1208, 0.6862, -4.2367], [0.7217, -0.7196, -4.8094], [-0.0581, 0.3610, -5.9346], [2.5657, 0.5669, -5.8902], [1.7674, 1.9835, -5.8148], [2.9376, 0.6967, -3.2956], [1.7529, 2.0640, -3.2643], [4.2331, 2.4043, -2.9797], [4.3260, 2.2090, -4.7047], [2.8949, 4.3512, -5.0670], [2.4619, 4.2103, -3.3207], [5.2512, 4.9130, -4.2027], [4.0577, 6.1262, -3.6469], [4.5967, 4.9666, -2.5397], [-1.8320, -9.2705, 0.5973], [-0.6651, -8.2952, -0.3478], [0.4870, -7.7670, 0.5011], [1.8471, -6.8457, -0.3431], [-1.2388, -7.4462, -0.7194], [-0.2735, -8.9406, -1.1341], [1.0132, -8.4932, 1.1206], [0.2421, -7.0243, 1.2604], [1.3711, -3.0424, 4.6097], [2.0532, -4.1724, 3.9122], [3.0799, -4.0126, 3.1837], [1.5841, -5.3053, 4.1236], [2.0685, -2.2252, 4.4254], [1.3896, -3.2380, 5.6818], [0.3572, -2.8631, 4.2518], [-6.4586, -3.5033, -0.6218], [-5.2865, -2.7317, -0.3363], [-5.4030, -2.0077, 0.6815], [-4.4574, -2.7304, -1.1202], [-6.9403, -3.1823, -1.5453], [-7.1627, -3.3392, 0.1939], [-6.1184, -4.5388, -0.6377], [0.8838, 0.5227, 5.0168], [-0.4870, 0.7791, 4.5018], [-1.3777, 0.9474, 5.3132], [-0.7502, 0.8029, 3.3001], [0.9205, -0.3087, 5.7207], [1.3408, 1.4227, 5.4281], [1.4938, 0.3249, 4.1354]],
  "forces_ev_per_angstrom": [[0.2, 1.9, 1.0], [1.0, 2.1, 1.2], [-0.4, -2.1, -2.0], [-1.1, -1.7, -1.0], [-2.2, -1.3, 0.0], [1.4, 0.9, -0.1], [2.3, 0.3, 0.8], [-1.3, 2.0, -0.2], [0.3, 0.4, -0.5], [0.8, 0.1, 1.0], [0.1, 0.0, -0.1], [-1.0, 0.0, 0.2], [0.1, 0.1, 0.5], [-0.4, -0.3, -0.1], [-0.2, 0.4, 0.0], [0.2, -1.0, -0.4], [1.7, -1.4, -0.3], [0.6, 0.9, 0.6], [-1.0, 0.6, -1.1], [-1.4, -1.4, -0.6], [-0.4, 2.1, 0.0], [1.0, 1.1, 2.0], [0.0, -1.5, -1.1], [1.2, 0.3, 1.9], [-1.8, 0.7, -1.2], [-0.4, -1.2, -0.5], [1.8, -0.7, 0.0], [-0.1, 0.5, -0.1], [0.0, 0.1, -0.3], [-0.4, -0.2, 0.5], [-0.1, -0.4, -0.3], [-0.1, 0.2, 0.4], [0.0, 0.1, 0.0], [0.5, 0.0, -0.1], [-0.4, -0.1, -0.1], [0.3, -0.3, -0.3], [0.2, 0.7, 0.5], [-0.2, -0.9, 0.1], [-0.1, -0.2, -0.2], [0.5, 0.0, 0.3], [0.0, -0.2, 0.3], [-0.4, 0.0, 0.2], [-0.4, -0.8, 0.7], [0.0, 0.1, -0.1], [0.3, 0.1, -0.6], [0.7, -0.1, -0.4], [-0.6, 0.9, 0.7], [-0.3, -0.1, -1.2], [-0.2, 0.5, -0.8], [1.4, -0.1, 1.7], [-0.5, -0.8, -0.5], [0.4, 0.4, 0.2], [0.1, 0.0, 0.0], [0.1, 0.0, -0.2], [0.3, -0.7, 0.6], [-0.5, 0.5, 0.2], [-0.5, -0.2, 0.2], [-0.3, -0.5, 0.3], [0.1, 0.5, 0.1], [0.4, 0.4, -0.2], [-0.1, -0.3, 0.1], [-0.6, 0.0, -0.4], [0.2, 0.2, 0.1], [-0.2, 0.0, -0.5], [0.1, -0.5, 0.0], [0.3, 0.1, 0.2], [0.7, 0.6, 0.0], [1.0, 0.7, 1.4], [-0.9, -0.8, -0.2], [0.2, -0.2, -0.3], [-0.2, 0.2, -0.1], [-0.1, -0.6, -0.6], [-0.9, 0.0, -0.3], [1.4, 0.7, -0.1], [1.2, -2.6, -1.2], [-2.8, 0.4, 2.1], [0.6, 1.8, -0.3], [-0.6, 0.3, -0.1], [-0.1, -0.4, -0.2], [0.3, -0.1, -0.4], [-1.8, -1.5, 0.6], [-4.7, 2.7, 4.7], [1.1, -0.9, -1.2], [5.0, 0.1, -3.6], [0.5, -0.1, -0.1], [0.1, -0.2, -0.1], [-0.4, 0.0, -0.3], [-0.4, 0.4, -1.8], [3.9, -1.0, 2.6], [-3.1, 0.6, 3.7], [-0.3, 0.1, -5.9], [-0.2, 0.1, 0.1], [-0.3, 0.2, 0.5], [0.0, -0.5, 0.0]],
  "charge": -1,
  "gap_ev": [4.033, 6.889],
  "spin_multiplicity": 5,
  "fmax_ev_per_a": 7.1,
  "s_squared": 6.011,
  "homo_ev": [-1.84, -4.70]
}

What is the formula in the first record? C24H51AlBrN2O16